1.
11
Properties=species:S:1:pos:R:3 method="wB97M-V/def2-TZVPD" de_lowest_kj_mol=48.2 total_energy_ha=-831.85623 lumo_ev=-0.67 homo_ev=-10.65 smiles="O=S(=O)=O.CN=C=O" total_charge=0
C -0.11 1.54 0.44
C 1.63 0.08 -0.43
N 0.56 0.58 0.23
O -0.76 2.45 0.72
O -1.28 -1.43 -1.09
O -1.40 -1.71 1.39
O -2.92 -0.20 0.20
S -1.81 -1.08 0.19
H 2.10 0.60 -1.32
H 2.60 0.15 0.23
H 1.40 -0.98 -0.56



2.
8
Properties=species:S:1:pos:R:3 method="wB97M-V/def2-TZVPD" de_lowest_kj_mol=462.8 total_energy_ha=-606.01110 lumo_ev="-0.96 / -0.95" homo_ev="-6.80 / -6.81" total_charge=0
C -0.13 0.21 -0.17
C 1.37 0.03 0.17
N -2.33 -1.24 -0.56
O -0.78 1.23 -0.33
S -3.24 -0.29 0.13
H 1.87 -0.94 -0.07
H 1.94 0.82 -0.34
H 1.30 0.17 1.17



3.
8
Properties=species:S:1:pos:R:3 method="wB97M-V/def2-TZVPD" de_lowest_kj_mol=223.7 total_energy_ha=-606.10217 lumo_ev=0.44 homo_ev=-8.28 total_charge=0
C -1.27 -0.55 0.05
C 1.05 0.10 -0.01
N -0.40 0.32 -0.15
O -1.84 -1.55 0.24
S -1.61 1.64 -0.38
H 1.13 -0.22 1.06
H 1.49 -0.84 -0.67
H 1.45 1.09 -0.16



4.
8
Properties=species:S:1:pos:R:3 method="wB97M-V/def2-TZVPD" de_lowest_kj_mol=219.3 total_energy_ha=-606.10384 lumo_ev=-1.43 homo_ev=-9.25 smiles="NC(=O)C=S" total_charge=0
C -1.10 -0.04 -0.06
C 0.40 -0.90 -0.07
H 0.30 1.23 -0.19
H -1.50 2.11 -0.20
H 0.32 -2.00 0.55
N -0.76 1.32 0.14
O -2.15 -0.67 -0.02
S 1.73 0.03 -0.01



5.
8
Properties=species:S:1:pos:R:3 method="wB97M-V/def2-TZVPD" de_lowest_kj_mol=311.3 total_energy_ha=-606.06881 lumo_ev=0.33 homo_ev=-8.73 total_charge=0
C 0.41 0.11 -0.01
C -1.09 0.52 -0.08
N -0.58 -0.82 -0.30
O 2.89 -0.57 0.15
S 1.99 0.57 0.02
H -1.53 0.81 0.82
H -1.38 0.97 -0.91
H -0.71 -1.59 0.31



6.
8
Properties=species:S:1:pos:R:3 method="wB97M-V/def2-TZVPD" de_lowest_kj_mol=311.8 total_energy_ha=-606.06861 lumo_ev="-2.34 / -2.41" homo_ev="-9.42 / -9.41" total_charge=0
C 0.64 1.12 0.07
C -0.71 -0.73 -0.03
N -0.54 0.69 0.12
O 0.40 -1.50 0.07
S 2.04 0.12 -0.08
H 0.81 2.19 0.10
H -1.42 -1.03 0.76
H -1.21 -0.86 -1.01



7.
8
Properties=species:S:1:pos:R:3 method="wB97M-V/def2-TZVPD" de_lowest_kj_mol=335.7 total_energy_ha=-606.05952 lumo_ev=0.12 homo_ev=-9.16 smiles="C=NOC=S" total_charge=0
C -1.62 -0.49 -0.09
C 1.67 0.43 0.04
H -2.36 -1.24 -0.08
H -2.29 0.45 -0.15
H 1.89 1.55 0.25
N -0.40 -0.66 0.16
O 0.27 0.51 -0.08
S 2.85 -0.55 -0.05



8.
8
Properties=species:S:1:pos:R:3 method="wB97M-V/def2-TZVPD" de_lowest_kj_mol=274.7 total_energy_ha=-606.00495 lumo_ev="0.54 / -2.48" homo_ev="-7.08 / -10.07" spin_multiplicity=3 s_squared=2.01 total_charge=0
C -0.82 1.35 0.06
C 0.57 -1.27 0.28
N -0.54 0.28 -0.65
O -1.17 2.04 0.94
S 0.03 1.64 -1.54
H 1.42 -0.78 -0.08
H 0.28 -1.16 1.29
H 0.22 -2.10 -0.29